1.
79
Properties=species:S:1:pos:R:3:mulliken_spin:R:1 method="wB97M-V/def2-TZVPD" gap_ev="8.134 / 6.928" s_squared=3.78 spin_multiplicity=4 de_lowest_kcal_mol=14.3 homo_energy_ev="-14.37 / -14.05" charge=+2
Re 0.62 0.50 1.79 3.073
Br 0.89 1.05 4.40 0.012
C 2.62 1.80 3.96 0.027
Br 3.21 0.92 2.32 0.011
H 3.33 1.57 4.75 0.000
H 2.50 2.86 3.77 -0.002
C -4.92 0.61 -3.22 0.000
C -3.59 1.06 -3.79 -0.001
C -3.25 0.35 -5.09 0.000
C -1.98 0.93 -5.68 0.000
C -0.86 0.90 -4.68 -0.001
C 0.45 0.90 -5.08 0.001
C 1.49 0.84 -4.15 0.002
F 2.74 0.84 -4.59 0.000
C 1.25 0.76 -2.80 0.008
C -0.08 0.77 -2.36 -0.012
C -0.37 0.67 -0.96 0.021
O 0.66 0.56 -0.15 -0.003
C -1.70 0.67 -0.56 0.051
C -2.69 0.78 -1.53 -0.001
N -2.45 0.87 -2.82 0.011
C -1.14 0.85 -3.29 0.007
C -2.20 0.59 0.85 0.017
O -3.37 0.61 1.10 0.047
O -1.28 0.51 1.83 -0.001
H -5.66 0.69 -4.02 0.000
H -5.28 1.23 -2.40 0.000
H -4.89 -0.43 -2.90 0.000
H -3.62 2.14 -3.98 0.001
H -4.08 0.47 -5.78 0.000
H -3.14 -0.72 -4.90 0.000
H -2.15 1.96 -6.00 0.000
H -1.67 0.38 -6.57 0.000
H 0.70 0.92 -6.13 0.000
H 2.07 0.68 -2.10 -0.009
H -3.72 0.79 -1.20 0.001
N -0.47 8.14 0.61 0.001
C -0.25 7.04 0.84 -0.001
C 0.00 5.65 1.12 0.000
C 1.09 5.01 0.53 -0.006
C 1.29 3.67 0.82 -0.005
N 0.49 2.98 1.64 -0.014
C -0.55 3.60 2.20 0.006
C -0.83 4.94 1.97 -0.005
H 1.75 5.53 -0.14 0.000
H 2.12 3.13 0.37 0.002
H -1.19 3.01 2.84 0.007
H -1.68 5.41 2.44 0.000
C -0.94 -2.53 0.99 0.019
Si 0.76 -2.10 1.68 -0.274
C 2.09 -2.62 0.40 0.000
C 2.51 -4.08 0.64 -0.002
C 1.49 -2.55 -1.01 -0.007
C 3.35 -1.76 0.43 0.006
C 0.88 -2.82 3.44 -0.001
C 0.76 -4.35 3.43 -0.001
C -0.32 -2.30 4.26 0.021
C 2.20 -2.45 4.12 0.000
H -0.99 -3.61 0.83 0.003
H -1.14 -2.06 0.03 0.001
H -1.74 -2.26 1.69 0.004
H 1.66 -4.76 0.64 0.001
H 3.06 -4.21 1.57 0.000
H 3.18 -4.40 -0.17 -0.001
H 0.68 -3.27 -1.15 0.000
H 2.26 -2.78 -1.75 0.001
H 1.10 -1.56 -1.25 0.004
H 3.84 -1.77 1.41 0.002
H 3.14 -0.72 0.14 -0.007
H 4.08 -2.14 -0.29 0.000
H -0.11 -4.70 2.86 0.000
H 0.62 -4.70 4.46 -0.001
H 1.64 -4.84 3.04 0.000
H -1.24 -2.81 3.97 0.003
H -0.52 -1.23 4.14 -0.013
H -0.16 -2.50 5.32 -0.001
H 3.06 -2.85 3.57 0.000
H 2.24 -2.86 5.13 -0.001
H 2.34 -1.37 4.21 -0.002

=====

2.
10
Properties=species:S:1:pos:R:3:nbo_charge:R:1 method="wB97M-V/def2-TZVPD" gap_ev="12.554 / 5.314" s_squared=0.76 spin_multiplicity=2 homo_energy_ev="-16.06 / -15.08" charge=+1
N 1.09 0.86 -1.41 -0.759
C 0.12 0.52 -0.57 0.866
O -0.64 -0.50 -0.98 -0.628
O -0.16 1.10 0.49 -0.487
H 0.98 0.56 -2.37 0.438
H 1.78 1.55 -1.17 0.440
H -1.33 -0.53 -0.32 0.498
S -1.24 -1.27 2.23 0.256
H -0.34 -0.23 2.32 0.212
H -0.25 -2.05 1.80 0.165

=====

3.
81
Properties=species:S:1:pos:R:3:mulliken_spin:R:1 method="wB97M-V/def2-TZVPD" gap_ev="6.209 / 4.894" s_squared=6.09 spin_multiplicity=5 homo_energy_ev="-18.95 / -19.10" charge=+4
N -5.98 4.12 -3.78 0.884
C -5.82 4.47 -2.50 -0.008
C -5.03 3.75 -1.61 0.196
C -4.32 2.60 -2.06 0.083
C -4.57 2.21 -3.41 0.185
C -5.37 3.01 -4.22 -0.023
C -3.28 1.98 -1.26 0.416
Os -1.77 0.49 -0.10 1.119
P 4.46 -0.86 0.29 0.653
C -2.20 1.26 -1.84 -0.179
C -0.83 1.65 -1.46 0.073
C 0.26 1.70 -2.40 -0.030
C 1.45 2.33 -2.07 0.063
C 1.60 2.99 -0.81 -0.043
C 0.57 2.90 0.12 0.094
C -0.70 2.24 -0.17 0.020
Br 3.12 4.00 -0.46 -0.005
H -3.31 2.20 -0.18 0.063
H -2.26 0.82 -2.83 -0.004
H -4.95 4.10 -0.59 0.013
H -4.15 1.30 -3.84 0.023
H -6.34 5.39 -2.19 0.023
H -5.53 2.76 -5.28 0.023
H 0.09 1.19 -3.34 0.000
H -1.55 2.74 0.35 -0.005
H 2.27 2.36 -2.78 -0.001
H 0.61 3.41 1.09 0.002
P -1.33 -1.70 -0.24 -0.036
C 4.62 0.94 0.46 0.065
C 5.96 1.54 0.04 0.022
H 4.42 1.17 1.52 -0.009
H 3.81 1.38 -0.14 0.021
H 5.94 2.61 0.29 0.001
H 6.80 1.08 0.58 -0.006
H 6.15 1.46 -1.03 0.001
C 3.67 -1.16 -1.33 0.074
C 4.64 -2.02 -2.15 0.023
H 3.50 -0.18 -1.79 0.010
H 2.70 -1.65 -1.18 0.008
H 4.34 -2.05 -3.20 0.000
H 5.66 -1.62 -2.10 0.003
H 4.68 -3.05 -1.77 0.000
C 3.53 -1.51 1.68 0.054
C 4.51 -1.88 2.81 0.021
H 2.96 -2.39 1.36 0.001
H 2.82 -0.73 2.00 0.050
H 4.05 -2.59 3.51 0.004
H 5.41 -2.36 2.40 -0.006
H 4.84 -1.00 3.37 -0.001
C -0.78 -2.60 1.27 0.012
C -1.43 -3.96 1.48 0.002
H -0.96 -1.92 2.11 0.000
H 0.31 -2.70 1.18 -0.005
H -2.49 -3.88 1.75 0.000
H -1.34 -4.59 0.59 0.000
H -0.91 -4.46 2.30 0.000
C 0.03 -2.06 -1.40 -0.006
C -0.37 -2.31 -2.85 0.002
H 0.57 -2.93 -1.00 0.002
H 0.70 -1.19 -1.32 0.017
H -1.11 -3.11 -2.93 0.000
H -0.76 -1.41 -3.33 -0.001
H 0.53 -2.61 -3.39 0.001
C -2.84 -2.48 -0.83 0.005
C -3.99 -1.77 -0.10 0.036
H -2.80 -3.57 -0.65 0.001
H -2.90 -2.38 -1.92 0.001
H -4.84 -1.64 -0.79 -0.001
H -4.31 -2.36 0.77 0.003
H -3.70 -0.73 0.24 -0.010
C 0.56 -0.37 4.83 0.005
N -0.66 0.28 4.31 0.000
C -1.51 0.96 5.28 0.002
C -1.00 0.26 3.06 0.018
N -1.64 0.33 2.06 -0.017
H 0.56 -0.25 5.91 0.000
H 1.48 0.09 4.43 0.000
H 0.58 -1.44 4.60 -0.001
H -1.54 2.04 5.08 0.000
H -2.53 0.56 5.25 0.000
H -1.09 0.80 6.27 0.000

=====

4.
90
Properties=species:S:1:pos:R:3:mulliken_charge:R:1 method="wB97M-V/def2-TZVPD" gap_ev="4.958 / 4.961" de_lowest_kcal_mol=19.4 homo_energy_ev="-15.77 / -15.77" charge=+3
Re -0.33 -0.24 -0.14 -0.154
C -0.56 -0.03 -4.65 -0.820
C 0.82 0.06 -4.10 0.496
N 1.82 0.08 -4.96 -0.535
C 3.07 0.10 -4.51 -0.977
C 3.42 0.01 -3.16 0.621
C 4.88 0.00 -2.77 -0.971
O 5.20 -1.13 -1.98 -0.529
C 2.37 0.00 -2.23 0.359
C 2.74 -0.11 -0.82 -1.128
N 1.95 -0.01 0.19 0.266
C 2.56 -0.10 1.49 -0.317
C 3.91 0.20 1.70 -0.653
C 4.49 0.07 2.94 -0.920
C 3.74 -0.32 4.04 -0.721
C 2.39 -0.56 3.88 -0.859
C 1.82 -0.44 2.62 0.963
I -0.26 -0.75 2.53 0.344
C 1.06 0.08 -2.72 0.522
O -0.03 0.17 -1.93 -0.414
H -0.52 0.13 -5.73 0.426
H -1.22 0.71 -4.20 -0.004
H -0.99 -1.01 -4.46 0.309
H 3.84 0.18 -5.26 0.405
H 5.11 0.89 -2.18 0.301
H 5.50 0.06 -3.67 0.542
H 5.63 -1.80 -2.52 0.323
H 3.79 -0.33 -0.65 1.060
H 4.52 0.56 0.88 0.595
H 5.54 0.30 3.06 0.453
H 4.20 -0.42 5.01 0.437
H 1.78 -0.82 4.74 0.456
S 0.19 4.21 1.15 -0.053
C -0.43 4.07 -0.43 -0.287
C -0.64 2.77 -0.75 -0.788
N -0.31 1.89 0.26 0.488
C 0.15 2.54 1.32 -0.395
H -0.62 4.94 -1.04 0.488
H -1.05 2.40 -1.67 0.344
H 0.46 2.05 2.22 0.382
C 1.02 -5.52 -0.46 -0.886
N -0.31 -4.98 -0.62 -0.030
C -1.48 -5.87 -0.63 -0.889
C -2.67 -4.90 -0.70 -0.169
N -2.02 -3.59 -0.60 0.327
C -0.70 -3.72 -0.57 1.148
S 0.48 -2.43 -0.57 -0.716
H 1.13 -6.37 -1.14 0.313
H 1.17 -5.86 0.57 0.345
H 1.77 -4.78 -0.71 0.296
H -1.48 -6.48 0.27 0.414
H -1.42 -6.54 -1.50 0.434
H -3.38 -5.04 0.13 -0.167
H -3.22 -4.97 -1.64 0.407
H -2.51 -2.72 -0.55 -0.439
C -2.06 -0.29 -0.14 1.244
Ge -4.09 -0.35 0.00 3.280
C -4.50 -2.20 0.38 -0.650
C -5.26 -2.96 -0.52 -0.253
C -5.65 -4.25 -0.19 -0.793
C -5.29 -4.79 1.04 -0.588
C -4.54 -4.05 1.94 -0.786
C -4.14 -2.76 1.61 0.059
C -4.69 0.25 -1.72 -0.442
C -3.80 0.55 -2.75 1.194
C -4.26 0.98 -3.98 -0.561
C -5.63 1.11 -4.20 -0.687
C -6.52 0.80 -3.19 -0.829
C -6.06 0.38 -1.96 -0.659
C -4.50 0.79 1.51 -0.057
C -3.53 1.55 2.16 0.478
C -3.86 2.32 3.26 -0.678
C -5.17 2.35 3.72 -0.584
C -6.14 1.60 3.08 -0.771
C -5.81 0.82 1.98 -0.765
H -5.56 -2.53 -1.47 0.478
H -6.25 -4.82 -0.88 0.461
H -5.62 -5.78 1.30 0.464
H -4.29 -4.46 2.90 0.473
H -3.59 -2.18 2.34 0.515
H -2.73 0.44 -2.59 -0.425
H -3.57 1.21 -4.78 0.412
H -5.99 1.45 -5.16 0.426
H -7.58 0.89 -3.36 0.448
H -6.77 0.16 -1.17 0.361
H -2.51 1.56 1.80 0.134
H -3.11 2.91 3.77 0.431
H -5.44 2.96 4.57 0.428
H -7.16 1.61 3.43 0.436
H -6.59 0.24 1.49 0.357

=====

5.
113
Properties=species:S:1:pos:R:3:mulliken_spin:R:1 method="wB97M-V/def2-TZVPD" gap_ev="4.840 / 7.840" s_squared=0.77 spin_multiplicity=2 de_lowest_kcal_mol=16.8 homo_energy_ev="-6.97 / -9.97" charge=+1
Sc -0.47 1.90 0.39 0.022
O -2.38 1.24 0.21 0.008
N -3.23 0.57 0.98 0.001
C -4.52 0.53 0.58 0.001
C -5.47 -0.12 1.32 0.001
C -5.08 -0.76 2.50 0.000
C -3.76 -0.71 2.89 0.000
C -2.79 -0.03 2.12 0.000
S -1.16 0.08 2.54 0.001
H -4.72 1.05 -0.34 0.002
H -6.49 -0.14 0.98 0.000
H -5.80 -1.28 3.11 0.000
H -3.41 -1.19 3.79 0.000
N -3.42 5.20 -0.81 0.014
C -2.66 4.80 0.21 -0.024
N -1.84 3.85 -0.20 0.018
C -2.15 3.70 -1.54 0.009
N -3.12 4.51 -1.93 0.107
C -1.43 2.80 -2.40 0.232
C -1.68 2.79 -3.77 -0.037
N -1.01 2.05 -4.63 0.231
C -0.01 1.28 -4.08 0.138
C 0.25 1.26 -2.74 0.126
N -0.45 2.00 -1.84 0.242
H -4.13 5.90 -0.83 0.000
H -2.71 5.23 1.19 0.003
H -2.47 3.42 -4.17 -0.007
H 0.57 0.69 -4.77 0.005
H 1.03 0.62 -2.35 -0.063
N 1.17 2.90 3.63 -0.001
C -0.20 3.14 3.68 0.002
C -0.70 3.50 4.94 0.000
C -2.05 3.71 5.10 0.000
C -2.88 3.55 3.99 -0.001
C -2.29 3.19 2.80 -0.004
N -0.98 3.01 2.61 0.002
C 1.98 2.26 2.72 0.000
C 3.30 2.00 3.14 0.000
C 4.18 1.40 2.27 0.000
C 3.75 1.10 0.98 0.002
C 2.45 1.39 0.66 0.002
N 1.56 1.95 1.50 -0.001
H 1.63 3.08 4.50 0.000
H -0.03 3.60 5.78 0.000
H -2.46 3.97 6.07 0.000
H -3.95 3.67 4.06 0.000
H -2.91 3.02 1.93 0.004
H 3.60 2.26 4.14 0.000
H 5.19 1.18 2.58 0.000
H 4.41 0.65 0.26 0.000
H 2.07 1.18 -0.33 -0.006
N 2.61 5.26 -1.27 0.000
C 1.77 6.07 -0.55 0.001
C 0.85 5.23 -0.01 0.000
N 1.11 3.93 -0.38 -0.013
C 2.18 3.99 -1.13 0.007
H 3.40 5.57 -1.81 0.000
H 1.89 7.14 -0.49 0.000
H 0.01 5.47 0.62 0.002
H 2.68 3.16 -1.61 0.005
O 0.33 -0.31 -0.26 -0.091
P 0.30 -1.82 -0.39 -0.005
C -1.40 -2.37 -0.81 -0.013
C -1.91 -1.52 -1.99 0.025
C -3.33 -1.93 -2.35 0.000
C -3.43 -3.42 -2.75 0.000
C -2.14 -4.19 -2.45 0.001
C -1.61 -3.89 -1.04 -0.001
C 0.80 -2.61 1.20 0.000
C 1.15 -4.11 1.23 0.000
C 2.66 -4.32 1.18 0.000
C 3.28 -3.80 2.48 0.000
C 2.58 -2.53 2.98 0.000
C 1.94 -1.77 1.82 0.000
C 1.40 -2.25 -1.81 -0.006
C 1.57 -3.74 -2.15 0.002
C 2.91 -4.00 -2.85 0.000
C 3.24 -2.86 -3.82 0.001
C 3.45 -1.54 -3.05 -0.005
C 2.76 -1.56 -1.68 -0.002
H -1.96 -2.06 0.08 0.002
H -1.27 -1.65 -2.87 0.010
H -1.88 -0.47 -1.72 0.006
H -3.70 -1.29 -3.15 0.000
H -3.97 -1.75 -1.48 0.001
H -3.65 -3.51 -3.82 0.000
H -4.26 -3.89 -2.21 0.000
H -1.38 -3.93 -3.19 -0.001
H -2.32 -5.26 -2.54 0.000
H -0.69 -4.44 -0.89 0.000
H -2.33 -4.26 -0.31 0.000
H -0.09 -2.44 1.80 0.000
H 0.63 -4.66 0.45 0.000
H 0.79 -4.52 2.18 0.000
H 3.07 -3.77 0.32 0.000
H 2.90 -5.37 1.03 0.000
H 4.35 -3.61 2.34 0.000
H 3.20 -4.58 3.24 0.000
H 3.28 -1.88 3.50 0.000
H 1.79 -2.78 3.69 0.000
H 2.71 -1.53 1.08 0.000
H 1.53 -0.82 2.17 0.000
H 0.87 -1.75 -2.64 0.033
H 0.76 -4.05 -2.81 0.000
H 1.52 -4.37 -1.26 0.000
H 2.86 -4.95 -3.39 0.000
H 3.71 -4.10 -2.11 0.000
H 2.43 -2.76 -4.53 0.000
H 4.14 -3.11 -4.39 0.000
H 3.05 -0.71 -3.65 0.005
H 4.52 -1.35 -2.91 0.000
H 2.64 -0.54 -1.31 0.003
H 3.38 -2.09 -0.96 0.000

=====

6.
71
Properties=species:S:1:pos:R:3:mulliken_charge:R:1 method="wB97M-V/def2-TZVPD" gap_ev=5.259 homo_energy_ev=-3.82 charge=-1
N 0.79 -4.83 1.27 -0.486
C 0.53 -4.20 -0.08 0.383
O 1.55 -4.78 -1.02 -0.087
N 0.53 -2.69 -0.09 -0.227
C 1.47 -2.08 0.93 -0.318
C 0.74 -1.79 2.40 0.553
O 1.42 -2.30 3.47 -0.531
F -0.52 -1.02 2.57 -0.254
C -0.94 -4.68 -0.70 0.105
O -0.97 -5.05 -1.99 -0.649
O -2.13 -4.61 0.18 -0.760
H -0.10 -4.92 1.83 0.157
H 1.16 -5.80 1.19 0.352
H 2.38 -5.02 -0.46 0.080
H -0.43 -2.28 -0.07 0.304
H 2.49 -2.66 1.03 0.212
H 1.75 -1.00 0.52 0.283
C 1.88 -5.30 -5.41 -0.919
C 1.78 -5.01 -3.93 0.583
N 1.69 -4.77 -2.69 -0.507
H 0.89 -5.26 -5.87 0.250
H 2.52 -4.56 -5.89 0.245
H 2.30 -6.30 -5.57 0.244
C -1.18 1.98 0.77 -0.371
C -0.56 1.34 -0.46 0.389
N -0.05 0.81 -1.48 -0.511
H -1.43 3.02 0.56 -0.073
H -2.09 1.45 1.05 0.308
H -0.48 1.94 1.61 0.267
C -1.44 6.96 0.88 -0.581
C -2.00 5.61 1.30 0.453
N -2.47 4.49 1.66 -0.631
H -2.21 7.53 0.35 0.261
H -1.12 7.52 1.76 0.231
H -0.59 6.81 0.21 0.269
C -2.51 -7.46 3.04 -0.784
C -1.03 -7.32 2.73 0.508
N 0.20 -7.21 2.47 -0.576
H -2.74 -6.95 3.98 0.258
H -3.11 -7.01 2.24 0.258
H -2.78 -8.51 3.14 0.305
C -1.41 3.92 -3.26 -0.618
C -2.28 4.85 -2.44 0.402
N -3.01 5.62 -1.76 -0.542
H -0.90 4.48 -4.05 0.387
H -0.65 3.45 -2.62 0.077
H -2.02 3.14 -3.72 0.295
C -5.72 6.14 -0.05 -0.482
C -6.84 7.14 0.20 0.246
N -7.76 7.97 0.40 -0.439
H -4.88 6.63 -0.54 0.170
H -5.38 5.71 0.90 0.229
H -6.08 5.33 -0.69 0.288
C 4.14 -6.96 2.89 -0.696
C 4.62 -6.42 1.55 0.415
N 5.01 -5.97 0.44 -0.496
H 3.84 -8.01 2.78 0.255
H 4.94 -6.89 3.63 0.296
H 3.28 -6.38 3.24 0.233
C 3.11 1.47 -3.74 -0.689
C 1.90 2.32 -4.08 0.433
N 0.90 3.03 -4.36 -0.530
H 3.49 0.98 -4.64 0.272
H 3.91 2.10 -3.32 0.265
H 2.84 0.71 -3.01 0.216
C 1.96 8.94 3.54 -0.716
C 1.97 7.93 2.40 0.383
N 1.98 7.09 1.46 -0.446
H 1.04 9.53 3.51 0.259
H 2.02 8.42 4.50 0.263
H 2.82 9.61 3.44 0.281

=====

no.,strongest force on any atom (eV/Å),electronic energy (Ha)
1,0.102,-7171.1313
2,1.403,-644.1970
3,7.845,-4604.4213
4,0.681,-5219.6624
5,0.960,-3886.5467
6,19.738,-1860.6944